# C92H198N14O12

A cluster of 12 separate species, C92H198N14O12 in total (the ωB97M-V functional and the def2-TZVPD basis, the Open Molecules 2025 dataset).

Structure (XYZ):
```
316
C92H198N14O12 the ωB97M-V functional and the def2-TZVPD basis
C 2.5848 -7.2493 -4.1866
C 1.8086 -7.2608 -5.4667
C 0.2510 -7.1461 -5.1150
C -0.0350 -5.7667 -4.6645
C 0.3717 -4.7937 -5.7846
C 1.8453 -4.7951 -6.1355
N 2.1592 -6.2212 -6.5055
O 3.4866 -6.3847 -6.9324
C 2.1325 -4.0368 -7.4229
C 2.6174 -4.1533 -5.0393
C 1.9595 -8.6406 -6.0084
H 3.6547 -7.1477 -4.3687
H 2.4452 -8.1957 -3.6493
H 2.4290 -6.4369 -3.4391
H -0.3323 -7.4016 -5.9920
H 0.0839 -7.9421 -4.3367
H 0.6145 -5.5358 -3.8076
H -1.1316 -5.5210 -4.4364
H 0.1128 -3.7583 -5.5639
H -0.2276 -5.0387 -6.7006
H 1.5266 -3.1309 -7.3285
H 3.1386 -3.7212 -7.4853
H 1.8794 -4.6923 -8.2685
H 2.6380 -3.0786 -5.1590
H 2.2501 -4.3142 -4.0382
H 3.6546 -4.3796 -5.1567
H 2.9805 -9.0521 -6.0037
H 1.3884 -8.6991 -6.9261
H 1.3704 -9.2099 -5.3186
H 4.0699 -6.3236 -6.1461
C -8.2096 0.1766 -4.1637
C -6.7835 0.5666 -4.3122
C -6.6226 2.0769 -4.0223
C -6.5722 2.4420 -2.5489
C -5.5336 1.6062 -1.8046
C -5.8530 0.0786 -1.9946
N -5.8245 -0.1609 -3.4602
O -5.7205 -1.5933 -3.8380
C -4.7371 -0.6257 -1.2945
C -7.1922 -0.2363 -1.2692
C -6.4041 0.3318 -5.7844
H -8.3865 -0.8832 -4.0977
H -8.7873 0.5390 -5.0624
H -8.6616 0.6592 -3.3542
H -5.7061 2.4018 -4.5714
H -7.5222 2.5417 -4.3966
H -7.5810 2.4188 -2.0915
H -6.2088 3.4603 -2.3866
H -5.5896 1.8619 -0.7441
H -4.5276 1.9257 -2.2379
H -3.7174 -0.4743 -1.7204
H -4.6747 -0.3965 -0.2464
H -4.8768 -1.6967 -1.3995
H -7.0617 -0.6213 -0.2867
H -7.8377 0.6358 -1.1627
H -7.6868 -0.9884 -1.8326
H -5.3143 0.3179 -5.9531
H -6.7930 1.1438 -6.4818
H -6.7570 -0.6154 -6.1615
H -6.5503 -2.0182 -3.5985
C 5.3408 1.7663 -5.8075
C 4.4529 1.2996 -4.6798
C 5.3323 0.5588 -3.6754
C 6.1782 1.5726 -2.9600
C 5.3468 2.7052 -2.2676
C 4.3594 3.4307 -3.2046
N 3.6598 2.3129 -3.8849
O 2.7158 2.9368 -4.8280
C 3.3723 4.2097 -2.3535
C 5.0428 4.4309 -4.1010
C 3.5328 0.2679 -5.2860
H 4.6871 2.1797 -6.5860
H 5.6854 0.8488 -6.3209
H 6.1523 2.4866 -5.5958
H 4.7394 0.0001 -2.9777
H 5.9185 -0.2040 -4.1419
H 6.8613 2.0014 -3.7352
H 6.8174 1.0422 -2.2756
H 6.0940 3.4391 -1.9217
H 4.7938 2.1612 -1.4442
H 4.0083 4.6862 -1.6085
H 2.8157 4.9460 -2.9422
H 2.6907 3.5549 -1.8267
H 5.0162 5.4660 -3.7347
H 6.0886 4.1789 -4.3991
H 4.4775 4.3595 -5.0342
H 2.9090 0.7052 -6.0861
H 2.8052 -0.1712 -4.5454
H 4.1282 -0.5076 -5.7799
H 1.8678 2.5585 -4.5228
C 7.7029 5.5139 2.9767
C 6.3980 5.1932 2.2898
C 6.6048 4.5792 0.9035
C 7.1684 3.1769 0.9727
C 6.1352 2.3444 1.7319
C 5.8366 2.9631 3.1835
N 5.4143 4.3498 2.9879
O 5.2582 4.9222 4.2759
C 4.6334 2.2374 3.7156
C 7.0145 2.8089 4.1993
C 5.5990 6.5492 2.0879
H 8.5196 4.8539 2.5916
H 7.6972 5.5249 4.0150
H 8.0693 6.4928 2.6219
H 5.6105 4.4377 0.5159
H 7.2970 5.1724 0.3362
H 8.1599 3.1603 1.4257
H 7.2668 2.7398 -0.0312
H 6.4843 1.3292 1.9003
H 5.1825 2.3815 1.1816
H 3.7059 2.5565 3.2399
H 4.7369 1.1589 3.5893
H 4.5554 2.3725 4.7639
H 7.9224 3.2291 3.8149
H 6.8236 3.2479 5.1800
H 7.1966 1.7580 4.4002
H 5.5723 7.0944 3.0387
H 4.5300 6.3847 1.8349
H 6.1639 7.1764 1.4704
H 4.2951 4.9365 4.3747
C -1.7691 -0.7539 9.5795
C -0.3044 -1.2366 9.3595
C -0.3346 -2.7676 9.2467
C 1.0131 -3.2591 8.7216
C 1.3022 -2.6260 7.3942
C 1.3627 -1.1343 7.4813
N 0.1035 -0.7522 8.0580
O 0.1845 0.7366 8.2659
C 2.6588 -0.7139 8.1844
C 1.2986 -0.6495 6.0202
C 0.5133 -0.8150 10.5191
H -1.9697 0.2753 9.3589
H -2.0395 -0.9391 10.5787
H -2.4250 -1.3939 8.9405
H -0.5667 -3.2744 10.2242
H -1.1381 -2.9744 8.5330
H 0.9348 -4.3828 8.6080
H 1.8368 -3.0716 9.3950
H 0.4700 -2.8958 6.7902
H 2.1801 -2.9943 6.8796
H 3.3655 -0.2172 7.4663
H 2.6375 -0.0599 9.0806
H 3.1647 -1.6604 8.4074
H 0.3511 -0.8830 5.6455
H 1.1616 0.4036 6.0706
H 2.0003 -1.0867 5.3027
H 1.4681 -1.4119 10.5733
H -0.0455 -1.0440 11.4398
H 0.7616 0.2613 10.7004
H -0.4929 1.0305 7.6533
C -0.4732 4.3928 -3.7692
C -1.3828 3.1849 -3.9223
C -2.7729 3.6327 -4.2464
C -2.9741 4.3156 -5.6334
C -2.5528 3.2814 -6.7236
C -1.0828 2.7142 -6.4712
N -1.0471 2.2857 -5.0534
O 0.2319 1.6843 -4.7832
C -1.0238 1.4745 -7.4447
C -0.0177 3.6696 -6.8911
C -1.3391 2.2796 -2.6813
H 0.5776 4.0641 -3.6766
H -0.7335 4.8091 -2.7673
H -0.6290 5.1106 -4.6019
H -3.4831 2.8147 -4.3156
H -3.1204 4.3877 -3.4926
H -2.3218 5.1844 -5.6888
H -4.0260 4.4976 -5.7497
H -2.5863 3.6522 -7.7508
H -3.2461 2.4322 -6.8100
H -1.6262 0.7047 -7.0755
H -1.4930 1.7345 -8.4482
H -0.0075 1.1064 -7.6531
H -0.0610 3.8294 -7.9670
H 0.0130 4.5637 -6.3026
H 0.9679 3.2883 -6.6356
H -2.1392 1.5064 -2.8256
H -1.4506 2.9161 -1.8274
H -0.3839 1.8323 -2.4737
H 0.0181 0.7221 -4.6580
C 0.2147 2.9706 4.5178
C -0.0076 4.1158 3.4930
C -1.2647 4.8176 3.7130
C -1.2536 5.6888 5.0122
C -0.1562 6.6274 4.8836
C 1.1738 6.0284 4.6525
N 1.0793 5.2145 3.4299
O 2.3029 4.4521 3.3477
C 2.1200 7.1610 4.1571
C 1.7872 5.2653 5.8832
C 0.0222 3.5298 2.1151
H 1.3019 2.8269 4.7472
H -0.1306 2.1052 4.0046
H -0.3414 3.0648 5.4274
H -1.4879 5.5312 2.9775
H -2.0752 4.0241 3.8337
H -1.1433 5.0617 5.8485
H -2.1836 6.2304 5.0397
H -0.0790 7.3607 5.6953
H -0.3672 7.2697 4.0285
H 1.6642 7.8013 3.4178
H 2.3520 7.7903 5.0002
H 3.0250 6.6713 3.8778
H 1.0177 4.7756 6.4689
H 2.5495 4.6060 5.5093
H 2.2814 5.9527 6.5824
H -0.6991 2.7462 2.0074
H 0.9764 3.1916 1.8394
H -0.3317 4.2939 1.4122
H 2.8240 4.8003 2.6081
C -5.1244 -6.6854 -0.2383
C -4.6587 -5.3385 -0.8041
C -4.7137 -4.2678 0.3248
C -3.6809 -4.4046 1.3724
C -2.3571 -4.2724 0.5744
C -2.1663 -5.4024 -0.4158
N -3.3006 -5.2624 -1.3993
O -3.0852 -6.2553 -2.4077
C -0.9056 -4.9298 -1.1674
C -1.9720 -6.6807 0.3604
C -5.7225 -4.9142 -1.8021
H -5.2125 -7.4690 -0.9636
H -6.1722 -6.4883 0.0913
H -4.5576 -7.0633 0.5808
H -4.5504 -3.3557 -0.2088
H -5.7590 -4.2153 0.6655
H -3.7794 -5.3898 1.8832
H -3.7867 -3.6093 2.1308
H -1.4817 -4.2701 1.3002
H -2.3328 -3.3027 0.1174
H -1.0521 -3.8428 -1.4364
H 0.0085 -5.0392 -0.6109
H -0.8100 -5.4770 -2.0808
H -1.0971 -6.6349 1.0017
H -2.8928 -6.9233 0.9507
H -1.8102 -7.4960 -0.3753
H -6.6725 -5.2525 -1.4131
H -5.6492 -5.3180 -2.8145
H -5.6902 -3.8312 -2.0114
H -3.1599 -5.7934 -3.2499
C -2.5533 -1.7904 4.7859
C -3.2927 -0.4742 4.5435
C -3.1541 -0.0745 2.9991
C -3.9589 1.1184 2.6738
C -5.4495 0.7627 2.9980
C -5.7054 0.2909 4.4803
N -4.6873 -0.7257 4.6879
O -5.0589 -1.3670 5.8897
C -5.6236 1.4165 5.5296
C -7.0871 -0.3920 4.5094
C -2.7020 0.5871 5.4096
H -2.8260 -2.5263 4.0303
H -2.7619 -2.1909 5.7570
H -1.4621 -1.7117 4.7591
H -2.1083 0.1470 2.7475
H -3.4209 -0.8733 2.3674
H -3.9569 1.3538 1.5847
H -3.7000 1.9866 3.2915
H -5.7430 -0.0743 2.3145
H -6.1812 1.5935 2.7526
H -5.1338 1.0741 6.4387
H -4.9759 2.3015 5.2044
H -6.6135 1.8809 5.8026
H -6.8900 -1.4508 4.2728
H -7.6063 -0.3463 5.4424
H -7.7417 0.1826 3.8762
H -2.7849 0.5077 6.4640
H -3.0915 1.5449 5.0494
H -1.6187 0.5299 5.2241
H -5.3927 -2.2579 5.7002
C 3.2989 -1.9771 1.9563
C 2.2385 -1.1573 1.2805
C 2.9627 0.1851 1.0189
C 2.0859 1.1386 0.0930
C 1.8763 0.5560 -1.2604
C 1.2390 -0.8760 -1.0854
N 1.9389 -1.6632 -0.0597
O 1.3301 -2.9493 0.0117
C -0.3379 -0.6827 -0.7791
C 1.5143 -1.5855 -2.4195
C 0.9623 -0.9671 2.1911
H 3.5654 -1.4138 2.8972
H 4.1221 -2.0849 1.2913
H 2.9954 -2.9634 2.1125
H 3.1618 0.7115 1.9650
H 3.9628 0.1822 0.5522
H 2.6753 2.0837 0.0037
H 1.1220 1.3028 0.5692
H 2.7942 0.5536 -1.7817
H 1.1567 1.1035 -1.8026
H -0.4282 0.0423 0.0653
H -0.8487 -0.1992 -1.6422
H -0.8863 -1.6395 -0.6796
H 2.6540 -1.6920 -2.5108
H 1.1413 -2.6146 -2.3936
H 1.1058 -1.0413 -3.2618
H 1.2750 -0.3288 3.0090
H 0.5574 -1.8762 2.6642
H 0.1630 -0.4858 1.5717
H 0.3790 -2.7716 0.1244
C 4.2370 -4.5453 -1.8056
O 5.0496 -5.2163 -2.4622
N 3.0681 -5.1657 -1.3608
N 4.5060 -3.2735 -1.3538
H 3.1553 -6.1628 -1.5068
H 2.5763 -4.8629 -0.5083
H 3.7804 -2.6951 -0.8886
H 5.0353 -2.7175 -2.0239
C -2.0631 -1.5154 -4.4224
O -0.8425 -1.4022 -4.5151
N -2.5247 -2.7880 -4.1485
N -2.9222 -0.4859 -4.6233
H -3.4918 -2.9669 -3.9994
H -1.8603 -3.4603 -3.8101
H -2.4241 0.4132 -4.7082
H -3.7967 -0.3555 -4.1708
```

As for the SMILES: CC1(C)CCCC(C)(C)N1O.CC1(C)CCCC(C)(C)N1O.CC1(C)CCCC(C)(C)N1O.CC1(C)CCCC(C)(C)N1O.CC1(C)CCCC(C)(C)N1O.CC1(C)CCCC(C)(C)N1O.CC1(C)CCCC(C)(C)N1O.CC1(C)CCCC(C)(C)N1O.CC1(C)CCCC(C)(C)N1O.CC1(C)CCCC(C)(C)N1O.NC(N)=O.NC(N)=O. Its calculated total energy is -5293.1981 Eh. As for the total charge: 0. The energy above the lowest of the compared OMol25 structures with the same formula, charge and spin comes out at 43.2 kJ/mol. The value obtained for the LUMO energy is 0.18 eV. The value obtained for the gap between HOMO and LUMO is 8.45 eV.